(1)
Molecular formula: C2HF3O2S
Method: DFT, ωB97M-V/def2-TZVPD

XYZ file:
```
9
Properties=species:S:1:pos:R:3:forces:R:3:mulliken_charge:R:1
O 2.566327 0.993210 0.117882 1.3 1.3 -0.3 -0.44
S 1.607846 -0.024645 -0.003540 -2.4 -0.1 1.0 0.86
O 1.890154 -1.372668 0.352290 -0.2 -0.2 -0.2 -0.43
C 0.003434 0.593032 0.373259 -0.5 0.8 -1.4 0.21
F -0.269439 1.852164 -0.096170 1.0 -0.7 0.6 -0.19
C -1.201977 -0.221645 -0.034611 -1.4 -1.3 -0.1 0.25
F -1.230581 -0.475601 -1.359826 0.4 0.5 -1.4 -0.24
F -1.095554 -1.438571 0.504216 0.3 -1.1 1.1 -0.22
H -2.270206 0.094721 0.146500 1.5 0.8 0.6 0.21
```
Forces are in eV/Å.

Results
HOMO (spin up / spin down), eV: -10.41 / -10.41
Lowest unoccupied orbital energy (spin up / spin down), eV: -2.0881 / -2.0880
Orbital gap (spin up / spin down), eV: 8.32 / 8.32
SMILES: O=S(=O)=C(F)C(F)F
ΔE to the lowest compared entry with this formula, charge and spin, kJ/mol: 254.8


(2)
Molecular formula: C2HF4IO
Method: DFT, ωB97M-V/def2-TZVPD

XYZ file:
```
9
Properties=species:S:1:pos:R:3:forces:R:3:mulliken_charge:R:1
C 0.484648 -0.571062 1.067589 -1.4 -1.4 0.6 0.95
C 0.163810 -0.458832 2.549069 -0.2 1.5 -0.2 0.03
O 1.627932 -0.008961 0.794863 1.5 0.5 -0.3 -0.43
F 0.527278 -1.960239 0.746166 -0.5 1.5 0.0 -0.28
F -0.535777 0.011211 0.390535 0.0 -0.9 -0.2 -0.21
F -0.993344 -0.871221 2.990049 0.1 -0.3 -0.3 -0.18
F 1.135244 -0.676877 3.375716 0.4 -0.3 0.3 -0.18
I -0.398856 2.920099 2.447394 0.1 -0.6 0.1 -0.03
H 1.837238 -0.139436 -0.142374 0.0 0.0 0.1 0.34
```
Forces are in eV/Å.

Results
HOMO (spin up / spin down), eV: -9.91 / -9.53
Lowest unoccupied orbital energy (spin up / spin down), eV: -0.6655 / -2.9080
Orbital gap (spin up / spin down), eV: 9.25 / 6.62
ΔE to the lowest compared entry with this formula, charge and spin, kJ/mol: 180.8


(3)
Molecular formula: C2HF4IO
Method: DFT, ωB97M-V/def2-TZVPD

XYZ file:
```
9
Properties=species:S:1:pos:R:3:forces:R:3:mulliken_charge:R:1
O 1.334455 0.466685 -1.131065 -1.1 -0.7 1.3 -0.46
C 0.137913 -0.121061 -0.781728 1.1 -0.9 -2.3 0.75
F 0.111718 -1.449477 -1.225755 -0.4 2.0 1.0 -0.23
C -1.007467 0.457819 -0.404922 -1.1 -0.5 2.1 -0.02
F -1.196962 1.627076 0.235219 0.7 0.0 -1.8 -0.20
F -2.087320 -0.295574 -0.060666 0.9 0.2 -1.2 -0.20
H 2.047894 0.022385 -0.608840 -0.8 0.4 -0.5 0.38
F 0.800503 -0.919340 1.455316 1.9 -2.2 -1.4 -0.41
I -0.140735 0.211487 2.522440 -1.2 1.6 2.8 0.38
```
Forces are in eV/Å.

Results
HOMO, eV: -9.95
Lowest unoccupied orbital energy, eV: -1.0927
Orbital gap, eV: 8.85
SMILES: OC(F)=C(F)F.FI
ΔE to the lowest compared entry with this formula, charge and spin, kJ/mol: 290.9


(4)
Molecular formula: C2HF4IO
Method: DFT, ωB97M-V/def2-TZVPD

XYZ file:
```
9
Properties=species:S:1:pos:R:3:forces:R:3:mulliken_charge:R:1
F 0.234582 0.581585 -1.203604 -1.6 -0.9 0.8 -0.19
C -0.910994 -0.182083 -1.125475 1.7 0.3 -0.3 0.37
F -1.358079 -0.330508 -2.353547 -0.6 -0.2 0.3 -0.21
C -1.331921 -0.861628 -0.055224 -0.6 0.4 -1.6 0.41
F -2.401064 -1.632085 -0.073471 -0.1 0.0 -0.6 -0.21
F -0.876951 -0.785796 1.138344 1.1 0.5 1.2 -0.18
O 2.184892 0.594559 0.866533 -1.7 1.2 -2.0 -0.62
I 2.875678 1.393715 2.516494 -0.1 0.2 0.0 0.23
H 1.583857 1.222240 0.289948 1.9 -1.5 2.1 0.40
```
Forces are in eV/Å.

Results
HOMO, eV: -9.39
Lowest unoccupied orbital energy, eV: -0.5993
Orbital gap, eV: 8.79
SMILES: FC(F)=C(F)F.OI
ΔE to the lowest compared entry with this formula, charge and spin, kJ/mol: 260.3


(5)
Molecular formula: C2HF5NNiO5S2
Method: DFT, ωB97M-V/def2-TZVPD

XYZ file:
```
17
Properties=species:S:1:pos:R:3:forces:R:3:mulliken_charge:R:1
N 0.635298 -0.506515 -0.188275 2.2 2.1 1.0 -0.40
S 1.494047 0.415162 -1.225410 -0.1 -1.4 -0.4 1.02
O 2.321114 -0.421136 -2.088299 -1.2 1.4 1.6 -0.56
O 0.495233 1.288633 -1.956970 0.4 0.6 0.3 -0.66
C 2.262352 1.832540 -0.204008 0.1 -1.0 -0.7 0.49
F 2.796478 1.299128 0.916180 -0.6 0.6 -0.1 -0.20
F 3.323554 2.249845 -0.946599 -0.7 0.5 0.3 -0.21
S -0.613690 0.063372 0.685962 0.4 -4.4 -3.2 0.92
O -0.926146 1.508585 0.460249 -0.3 -0.7 0.9 -0.50
O -0.809628 -0.536608 1.996596 1.0 2.1 -1.4 -0.65
Ni 0.276197 2.673014 -0.501046 1.5 -1.0 -0.3 0.57
C -1.449462 -1.319223 -0.528520 -2.5 0.6 1.1 0.76
F -1.090132 -2.531674 -0.138896 0.6 0.6 0.0 -0.21
F -2.745644 -1.203937 -0.261914 -1.3 -0.1 0.2 -0.25
F -1.351733 -1.212892 -1.842069 1.0 0.5 0.4 -0.20
O -2.626325 -2.077022 3.163883 -0.1 0.0 0.0 -0.43
H -1.991513 -1.521275 2.659139 -0.4 -0.4 0.3 0.51
```
Forces are in eV/Å.

Results
HOMO (spin up / spin down), eV: -10.43 / -10.48
Lowest unoccupied orbital energy (spin up / spin down), eV: -2.3154 / -2.9362
Orbital gap (spin up / spin down), eV: 8.12 / 7.55
2S+1: 4
ΔE to the lowest compared entry with this formula, charge and spin, kJ/mol: 122.5


(6)
Molecular formula: C2HF6FeNO4S2
Method: DFT, ωB97M-V/def2-TZVPD

XYZ file:
```
17
Properties=species:S:1:pos:R:3:forces:R:3:mulliken_charge:R:1
N -0.194544 -0.232052 -0.186543 -0.7 -0.5 1.5 -0.41
S 0.632338 1.061766 -0.786429 -0.3 1.4 -0.7 1.08
O -0.148373 1.518005 -1.924188 0.9 -0.4 1.1 -0.62
O 1.038970 1.986964 0.256203 -0.5 -1.2 -1.1 -0.58
C 2.099506 0.112121 -1.500462 -2.6 0.9 -1.7 0.40
F 2.400339 0.709029 -2.656061 0.1 -0.1 -0.6 -0.20
F 2.194067 -1.822322 -0.594274 -2.1 -2.1 1.0 -0.62
F 3.127004 0.452648 -0.714802 -0.3 -1.8 0.0 -0.19
S -0.672603 -0.404203 1.342888 1.0 1.3 0.1 1.45
O 0.051406 0.233354 2.417878 -1.0 -1.2 -1.4 -0.51
O -0.874878 -1.886321 1.343019 -0.1 -0.2 0.0 -0.80
C -2.415346 0.295167 1.379363 1.0 -0.3 0.3 0.68
F -2.353796 1.605328 1.441197 0.0 0.2 -0.1 -0.19
F -3.057579 -0.089603 0.298391 -0.3 -0.1 -0.4 -0.23
F -3.000462 -0.193037 2.453794 -0.4 0.0 0.3 -0.21
H 1.192905 -1.050296 -2.079004 2.5 2.4 1.1 0.04
Fe -0.018953 -2.296548 -0.490970 3.0 1.8 0.4 0.90
```
Forces are in eV/Å.

Results
HOMO (spin up / spin down), eV: -10.00 / -10.00
Lowest unoccupied orbital energy (spin up / spin down), eV: -2.6297 / -2.7581
Orbital gap (spin up / spin down), eV: 7.37 / 7.24
2S+1: 5


(7)
Molecular formula: C2HF6InNO5S2
Method: DFT, ωB97M-V/def2-TZVPD

XYZ file:
```
18
Properties=species:S:1:pos:R:3:forces:R:3:mulliken_charge:R:1
In -0.893589 -1.977918 -0.333582 -1.1 0.0 1.7 1.40
N 0.528850 1.155647 0.368806 -0.8 -1.6 -0.5 -0.32
S -0.027795 0.345157 1.608338 0.6 3.8 2.2 0.83
O -0.664432 1.212799 2.576812 0.8 -1.9 -1.8 -0.52
O -0.777496 -0.895226 1.256496 -0.6 -0.2 1.1 -0.49
C 1.517772 -0.308786 2.430844 0.2 0.3 0.7 0.78
F 2.218420 0.704323 2.895842 -0.3 -0.1 -0.3 -0.17
F 2.232148 -0.986257 1.554758 0.0 -0.3 -0.5 -0.20
F 1.155699 -1.098479 3.422108 -0.2 -0.1 0.0 -0.19
S 0.473252 0.734860 -1.164158 2.1 0.4 -1.6 0.83
O 1.651412 1.204841 -1.870638 -2.2 -1.3 1.2 -0.52
C -0.957896 1.742942 -1.822536 0.1 0.5 -0.7 0.78
F -2.084595 1.306880 -1.292374 -0.4 -0.4 0.4 -0.21
F -0.777337 3.009525 -1.510780 0.2 -0.4 0.1 -0.18
F -0.996410 1.605291 -3.133196 0.1 -0.2 0.2 -0.18
O -1.035115 -3.434464 -1.377228 -0.2 -3.3 -1.5 -0.52
H -1.617392 -3.557057 -2.126823 -0.3 0.1 -0.2 0.34
O 0.054504 -0.764086 -1.482691 2.1 4.8 -0.7 -0.46
```
Forces are in eV/Å.

Results
HOMO, eV: -16.16
Lowest unoccupied orbital energy, eV: -5.9965
Orbital gap, eV: 10.17
Charge: +1


(8)
Molecular formula: C2HFI2O
Method: DFT, ωB97M-V/def2-TZVPD

XYZ file:
```
7
Properties=species:S:1:pos:R:3:forces:R:3:mulliken_charge:R:1
C 0.789986 -0.784053 0.904696 1.7 0.0 -0.4 0.14
C 0.672957 0.433081 0.163725 -0.3 2.5 -2.6 0.08
O 1.815992 -1.334332 1.215317 -0.4 -0.2 0.2 -0.44
F 1.551019 1.038749 -0.651650 0.7 -1.2 1.1 -0.17
I -3.429603 0.597982 -2.351009 0.7 -0.1 0.3 -0.27
I -1.162982 1.018171 -0.396519 -1.3 0.4 0.2 0.41
H -0.237369 -0.969599 1.115440 -1.0 -1.5 1.2 0.25
```
Forces are in eV/Å.

Results
HOMO, eV: -9.06
Lowest unoccupied orbital energy, eV: -3.5733
Orbital gap, eV: 5.49
ΔE to the lowest compared entry with this formula, charge and spin, kJ/mol: 219.6